# 1
{
  "formula": "H3PS2",
  "method": "ωB97M-V with the def2-TZVPD basis set",
  "symbols": ["P", "S", "S", "H", "H", "H"],
  "coordinates": [[-0.19142, 0.36076, -0.62036], [-2.06103, -0.08676, -1.10122], [0.23560, 0.50547, 1.53239], [2.17720, -2.03580, -1.29158], [0.09756, 1.84535, -0.65044], [-0.25791, -0.58903, 2.13120]],
  "forces_ev_per_a": [[-0.417, 1.234, 1.301], [0.834, 0.275, 0.111], [0.068, 0.228, -0.532], [-0.009, 0.017, 0.001], [-0.377, -1.536, -0.377], [-0.099, -0.219, -0.504]],
  "nbo_charge": [0.426, -0.293, -0.306, 0.002, 0.014, 0.156],
  "energy_ev": -31004.30474,
  "multiplicity": 1,
  "homo_lumo_gap_ev": [6.9, 9.2]
}


# 2
{
  "formula": "C4H5I",
  "method": "ωB97M-V with the def2-TZVPD basis set",
  "symbols": ["C", "C", "C", "C", "I", "H", "H", "H", "H", "H"],
  "coordinates": [[0.47853, 1.43990, 0.10592], [-0.11878, 0.29056, 0.03661], [-0.23155, -1.13186, 0.31253], [-1.24937, -0.43325, -0.55370], [-3.24480, 0.06427, 0.02075], [-0.02198, 2.30767, -0.47223], [1.38545, 1.41802, 0.77620], [0.52651, -1.87467, -0.13370], [-0.54942, -1.38233, 1.26465], [-1.39777, -0.78748, -1.52308]],
  "forces_ev_per_a": [[0.360, 1.364, 0.151], [-0.948, -0.936, -1.465], [1.599, -0.952, -1.044], [-0.401, 0.306, 0.983], [0.236, -0.145, 0.351], [1.441, -1.206, 1.356], [-0.937, 0.981, -1.054], [-1.418, 1.254, 0.472], [-0.461, -0.649, 1.879], [0.528, -0.016, -1.629]],
  "nbo_charge": [-0.382, -0.031, -0.447, -0.359, 0.074, 0.230, 0.221, 0.233, 0.226, 0.235],
  "energy_ev": -12327.07158,
  "multiplicity": 1,
  "smiles": "C=C1C[C@H]1I",
  "homo_lumo_gap_ev": 9.6
}